(1)
Computed, not measured: CH5InO2 as an isolated structure, with wB97M-V/def2-TZVPD.

Total energy   -381.33661 Eh
Spin multiplicity   2
Strongest force on any atom   0.0904 hartree/bohr
Expectation value of S²   0.76
Orbital gap (alpha / beta)   9.8 / 6.1 eV
Lowest unoccupied orbital energy (alpha / beta)   -0.183 / -0.316 Eh
Charge   +1

Each line ends with the Mulliken spin population.
Positions of all 9 atoms, in Å:
O1 0.864057 -1.435203 0.494437  0.290
In1 1.691479 -2.636111 1.520145  0.679
H1 -0.067870 -1.257112 0.111087  0.015
C1 -0.047586 1.069639 -0.426869  -0.002
H2 0.147389 1.378307 0.612141  -0.002
H3 0.788959 0.906778 -1.117330  0.000
H4 -0.549041 1.941197 -0.877165  0.000
O2 -1.078679 -0.067578 -0.492038  0.021
H5 -1.748708 0.100082 0.175591  -0.001

Atoms 1-6, force components in eV/Å:
O -2.3 3.0 -2.7
In 1.9 -3.1 2.5
H 0.4 0.2 0.2
C -2.4 0.6 -0.6
H 0.4 -0.7 -0.5
H -0.2 -0.7 0.8

---

(2)
Computed, not measured: an isolated ion of composition CH5N2O and charge -1, with wB97M-V/def2-TZVPD.

Total energy   -225.74281 Eh
Strongest force on any atom   0.0638 hartree/bohr
Orbital gap   6.7 eV
Lowest unoccupied orbital energy   0.185 Eh
SMILES   CN(N)[O-]
Charge   -1
Energy above the lowest of the compared OMol25 structures with the same formula, charge and spin   81.3 kcal per mole

Each line ends with the natural charge from an NBO analysis.
Positions of all 9 atoms, in Å:
C1 -0.164465 0.952449 0.541515  -0.462
N1 0.090150 0.162328 -0.702500  -0.057
N2 0.934578 -1.030001 -0.262323  -0.750
O1 -1.121843 -0.384803 -1.091750  -0.865
H1 -0.563227 0.258244 1.362576  0.140
H2 0.639025 1.739696 0.816361  0.160
H3 -1.017552 1.444422 0.303036  0.196
H4 0.220273 -1.553730 0.237385  0.308
H5 0.983062 -1.588606 -1.204300  0.329

Atoms 1-6, force components in eV/Å:
C 2.0 -1.6 0.7
N 0.4 -1.0 0.6
N 0.1 0.2 -2.4
O 0.2 0.5 0.1
H 1.1 0.7 -0.4
H -0.9 -1.7 -0.2

---

(3)
Computed, not measured: a 2-piece molecular cluster, CH5N2O overall, with wB97M-V/def2-TZVPD.

Total energy   -225.77807 Eh
Strongest force on any atom   0.1042 hartree/bohr
Orbital gap   6.5 eV
Lowest unoccupied orbital energy   0.171 Eh
Charge   -1
Energy above the lowest of the compared OMol25 structures with the same formula, charge and spin   59.1 kcal per mole

Each line ends with the natural charge from an NBO analysis.
Positions of all 9 atoms, in Å:
C1 -1.254146 -0.824549 -0.861622  -0.478
N1 0.337580 0.299725 0.242749  -0.499
N2 0.056564 -0.291601 -0.830495  -0.286
O1 2.236557 1.545658 1.375738  -1.106
H1 -1.751118 -0.676818 -0.022414  0.170
H2 -1.822204 -0.432699 -1.732340  0.161
H3 -1.159252 -1.875280 -1.164479  0.165
H4 1.888596 1.291058 2.292172  0.423
H5 1.467424 0.964505 0.700690  0.451

Atoms 1-6, force components in eV/Å:
C 0.6 -1.6 -5.1
N -1.0 -1.0 -1.3
N 2.5 2.0 1.6
O -1.2 -1.0 1.4
H -2.4 0.5 4.1
H 0.2 0.3 0.4

---

(4)
Computed, not measured: a 2-piece molecular cluster, CH5N2O overall, with wB97M-V/def2-TZVPD.

Total energy   -225.86357 Eh
Strongest force on any atom   0.0409 hartree/bohr
Orbital gap   7.7 eV
Lowest unoccupied orbital energy   0.183 Eh
Charge   -1
Energy above the lowest of the compared OMol25 structures with the same formula, charge and spin   5.5 kcal per mole

Each line ends with the natural charge from an NBO analysis.
Positions of all 9 atoms, in Å:
O1 1.981961 -0.800150 -1.254041  -1.005
H1 1.101804 -1.069824 -1.565188  0.458
N1 0.138124 0.955389 -0.089089  -0.983
C1 -0.541402 0.221463 0.801076  0.244
N2 -1.837411 0.017673 0.765416  -0.927
H2 -0.530536 1.495794 -0.640211  0.305
H3 1.660877 0.071609 -0.939649  0.508
H4 0.201501 -0.341674 1.386389  0.102
H5 -2.174917 -0.550276 1.535294  0.297

Atoms 1-6, force components in eV/Å:
O -0.5 0.0 -0.6
H 0.4 -0.4 0.1
N 0.1 0.4 0.5
C 0.6 -0.1 -2.0
N -0.3 0.3 0.5
H -0.1 -0.2 0.0

---

(5)
Computed, not measured: CH5N2O as an isolated structure, with wB97M-V/def2-TZVPD.

Total energy   -225.70768 Eh
Strongest force on any atom   0.1028 hartree/bohr
Orbital gap (alpha / beta)   7.3 / 7.3 eV
Lowest unoccupied orbital energy (alpha / beta)   0.177 / 0.177 Eh
Charge   -1
Energy above the lowest of the compared OMol25 structures with the same formula, charge and spin   103.3 kcal per mole

Each line ends with the natural charge from an NBO analysis.
Positions of all 9 atoms, in Å:
C1 -0.631539 -0.774502 -0.092398  -0.419
N1 0.253057 1.249085 -0.334288  -0.697
N2 0.437129 -0.105075 -0.654749  -0.117
O1 1.795433 -0.486508 0.385693  -0.902
H1 -0.653819 -0.516798 1.083314  0.116
H2 -1.526144 -0.360883 -0.467842  0.164
H3 -0.604512 -1.829852 -0.284430  0.193
H4 -0.211045 1.178930 0.568731  0.298
H5 1.141440 1.645602 -0.204031  0.365

Atoms 1-6, force components in eV/Å:
C -0.2 -0.2 3.0
N -2.3 -0.3 -0.7
N 5.1 -0.1 1.3
O -3.1 0.5 -2.3
H 0.0 -1.0 -1.8
H -1.5 0.4 -0.7

---

(6)
Computed, not measured: an isolated ion of composition CH5N2O2 and charge +1, with wB97M-V/def2-TZVPD.

Total energy   -300.65359 Eh
Strongest force on any atom   0.1082 hartree/bohr
Orbital gap   9.4 eV
Lowest unoccupied orbital energy   -0.204 Eh
SMILES   [NH2+]=CN(O)O
Charge   +1
Energy above the lowest of the compared OMol25 structures with the same formula, charge and spin   71.4 kcal per mole

Each line ends with the natural charge from an NBO analysis.
Positions of all 10 atoms, in Å:
N1 -1.752154 -0.077612 -0.074700  -0.645
C1 -0.561698 -0.557150 -0.043838  0.399
N2 0.936937 0.135262 -0.385998  0.170
O1 1.083516 1.409214 0.152876  -0.570
O2 1.827774 -0.824380 -0.000788  -0.499
H1 -2.538935 -0.710638 0.128072  0.454
H2 -2.084999 0.911966 -0.159798  0.467
H3 -0.442320 -1.576822 -0.127852  0.218
H4 1.545085 2.116962 -0.412860  0.530
H5 1.986796 -0.826800 0.924888  0.476

Atoms 1-6, force components in eV/Å:
N -0.6 0.9 0.5
C 3.2 4.3 -1.4
N -4.3 -0.9 -0.3
O 0.1 0.3 0.8
O 0.2 0.4 -1.7
H 0.5 0.0 -0.5

---

(7)
Computed, not measured: CH5N2OS as an isolated structure, with wB97M-V/def2-TZVPD.

Total energy   -624.08452 Eh
Strongest force on any atom   0.0452 hartree/bohr
Orbital gap   8.4 eV
Lowest unoccupied orbital energy   0.147 Eh
Charge   -1
Energy above the lowest of the compared OMol25 structures with the same formula, charge and spin   36.5 kcal per mole

Each line ends with the natural charge from an NBO analysis.
Positions of all 10 atoms, in Å:
N1 0.253897 0.168782 1.308467  -0.966
C1 1.095701 -0.739132 0.705784  0.749
N2 0.698577 -1.068459 -0.619368  -0.889
O1 2.068139 -1.377491 1.154378  -0.760
H1 0.493684 0.403400 2.278333  0.362
H2 -0.732631 0.682681 0.137222  0.311
H3 0.094269 -0.435645 -1.123816  0.375
H4 1.372082 -1.524667 -1.208276  0.369
S1 -1.768194 1.293339 -1.118005  -0.666
H5 -2.722942 1.933267 -0.488798  0.114

Atoms 1-6, force components in eV/Å:
N 0.3 -0.7 -2.2
C -0.7 0.0 0.3
N -0.3 0.3 0.1
O -0.4 0.7 0.3
H -0.1 -0.2 -0.8
H -0.4 0.7 0.9

---

(8)
Computed, not measured: an isolated ion of composition CH5N2S2 and charge +1, with wB97M-V/def2-TZVPD.

Total energy   -946.73708 Eh
Strongest force on any atom   0.0602 hartree/bohr
Orbital gap   9.4 eV
Lowest unoccupied orbital energy   -0.170 Eh
SMILES   NC(=[NH2+])SS
Charge   +1
Energy above the lowest of the compared OMol25 structures with the same formula, charge and spin   8.6 kcal per mole

Each line ends with the natural charge from an NBO analysis.
Positions of all 10 atoms, in Å:
N1 -0.542240 1.095804 -0.337277  -0.711
C1 -0.395845 -0.200658 -0.093593  0.367
N2 -1.447360 -1.074698 -0.050927  -0.768
S1 1.200153 -0.921063 -0.066740  0.248
S2 2.608496 0.611922 0.067060  -0.092
H1 0.236371 1.595599 -0.665363  0.437
H2 -1.500173 1.463454 -0.507801  0.437
H3 -1.279882 -2.114352 0.095089  0.444
H4 -2.299604 -0.812119 0.418242  0.433
H5 3.420082 0.356115 1.141314  0.206

Atoms 1-6, force components in eV/Å:
N -2.6 -1.5 0.6
C -0.3 -0.1 -0.5
N 1.3 -1.0 0.7
S 0.5 -0.5 0.4
S 0.0 0.4 -0.7
H 1.0 1.0 -0.1

---

(9)
Computed, not measured: an isolated ion of composition CH5N2S2 and charge +1, with wB97M-V/def2-TZVPD.

Total energy   -946.66973 Eh
Strongest force on any atom   0.1145 hartree/bohr
Orbital gap   8.5 eV
Lowest unoccupied orbital energy   -0.171 Eh
SMILES   NC1([NH3+])SS1
Charge   +1
Energy above the lowest of the compared OMol25 structures with the same formula, charge and spin   50.8 kcal per mole

Each line ends with the natural charge from an NBO analysis.
Positions of all 10 atoms, in Å:
N1 -0.412861 0.670252 -1.163251  -0.804
C1 0.300441 0.136464 -0.097910  0.098
N2 -0.508952 -0.393993 0.964688  -0.742
S1 1.898536 -1.143547 -0.391581  0.001
S2 1.897522 0.845132 0.388258  0.217
H1 -0.017893 1.298227 -1.732048  0.415
H2 -1.033663 -0.001064 -1.696547  0.405
H3 0.064022 -1.150589 1.230537  0.474
H4 -1.591674 -0.597232 0.801385  0.478
H5 -0.595479 0.336353 1.696470  0.460

Atoms 1-6, force components in eV/Å:
N -3.1 -4.3 2.5
C 3.0 0.9 -3.2
N -3.9 1.6 0.9
S -1.6 1.4 0.5
S -1.3 -0.9 -0.3
H 2.2 2.8 -2.3

---

(10)
Computed, not measured: one molecule with the formula CH5N3, with wB97M-V/def2-TZVPD.

Total energy   -205.36036 Eh
Strongest force on any atom   0.0486 hartree/bohr
Orbital gap   9.8 eV
Lowest unoccupied orbital energy   0.031 Eh
SMILES   N=C(N)N
Charge   0
Energy above the lowest of the compared OMol25 structures with the same formula, charge and spin   19.3 kcal per mole

Each line ends with the natural charge from an NBO analysis.
Positions of all 9 atoms, in Å:
N1 0.504900 -0.479013 1.212543  -0.814
C1 0.038794 -0.080043 0.088597  0.596
N2 -0.739705 -0.868204 -0.705751  -0.815
N3 0.328810 1.247474 -0.453604  -0.831
H1 0.443352 0.252424 1.914296  0.342
H2 -0.699317 -0.529447 -1.656885  0.377
H3 -0.772630 -1.848917 -0.485425  0.414
H4 -0.478677 1.474021 -1.028464  0.354
H5 0.363706 1.850142 0.362754  0.377

Atoms 1-6, force components in eV/Å:
N -1.4 -0.5 0.1
C 1.0 1.0 0.9
N 0.7 1.1 -0.7
N -1.5 -1.9 0.6
H 1.1 0.2 -0.2
H -0.3 -1.0 -0.3